101
Properties=species:S:1:pos:R:3:forces:R:3 method="wB97M-V/def2-TZVPD" total_charge=-1 orbital_gap_ev=9.912 spin_multiplicity=1 e_tot_ev=-104666.0319
Cl 12.9345 0.1712 2.0552 -0.3 2.9 2.7
O 11.8405 -0.3830 1.4308 -3.0 -4.4 -2.2
O 12.4719 0.4872 3.4138 1.6 -0.9 0.1
O 14.1667 -0.5892 2.0016 -0.4 -0.4 0.4
O 13.0765 1.3956 1.3727 2.2 2.6 -1.0
C 13.6970 -4.2389 0.7152 1.3 0.4 3.8
C 13.8293 -4.0130 -0.7050 1.7 -0.6 -0.7
O 12.4944 -4.0760 -1.1290 0.4 1.5 -3.4
C 11.7021 -4.4226 -0.1544 -6.2 -0.9 -2.1
O 10.4761 -4.5969 -0.2064 2.8 0.8 -0.5
O 12.3780 -4.6882 0.8573 2.0 -1.1 5.5
H 13.9231 -3.3738 1.3386 -0.9 0.7 -0.1
H 14.3984 -4.9130 1.2068 -0.2 -0.8 -0.6
H 14.4460 -4.8542 -1.0214 -0.4 0.0 -1.2
H 14.3848 -3.0944 -0.8940 -0.6 0.2 -0.6
C 12.6881 -0.6028 -1.9369 0.7 -0.7 1.0
C 12.0540 0.7394 -2.1246 -0.7 0.9 0.3
O 10.9203 0.4637 -3.0341 1.4 -0.5 -0.3
C 11.2114 -0.6988 -3.7077 0.1 -0.5 0.1
O 10.6946 -1.0933 -4.7311 1.0 0.8 2.2
O 12.2029 -1.3784 -2.9827 -1.9 -0.3 -2.5
H 12.4269 -1.0283 -0.9680 -0.3 -0.2 0.0
H 13.7693 -0.7192 -2.0122 0.2 0.9 0.1
H 12.7362 1.5116 -2.4802 -0.2 -0.1 -0.7
H 11.6478 1.1439 -1.1975 -0.2 -0.2 -0.1
C 11.8849 -1.9143 6.0268 0.7 1.6 -0.7
C 12.6429 -2.5709 4.8806 -1.5 -0.8 -1.0
O 13.3019 -3.7025 5.4994 -0.1 1.1 -0.4
C 13.1201 -3.6459 6.8392 0.6 -0.8 -0.3
O 13.6553 -4.4463 7.5562 -0.9 1.1 0.1
O 12.3121 -2.6070 7.1508 0.4 -1.7 1.9
H 10.8044 -1.9405 5.8856 0.0 -0.2 0.2
H 12.2031 -0.8896 6.2187 -0.3 0.2 -0.5
H 13.2211 -1.9306 4.2145 0.8 0.0 0.8
H 11.8917 -2.9732 4.2009 0.1 -0.3 -0.1
C 15.8745 -3.4406 4.0641 -0.7 -1.0 -1.8
C 16.7605 -2.3408 3.5699 0.0 2.2 1.2
O 18.0689 -2.8952 3.5747 -0.3 1.9 -0.1
C 17.9416 -4.1837 3.5509 3.8 -3.2 0.7
O 18.9146 -4.9214 3.4067 -2.1 0.9 -0.1
O 16.7254 -4.5922 3.8559 -1.3 -0.4 0.5
H 14.9902 -3.6260 3.4543 -0.1 0.2 0.1
H 15.5205 -3.2431 5.0759 0.6 -0.8 0.1
H 16.6116 -1.6503 4.4000 1.0 0.9 -0.4
H 16.6694 -1.7817 2.6386 -0.8 -0.5 -0.1
C 8.8802 3.1136 4.2556 0.2 0.1 0.6
C 9.7514 2.0117 4.6452 1.5 -2.6 0.9
O 10.8209 2.5779 5.4251 1.2 -0.4 -0.7
C 10.5080 3.8238 5.7361 0.4 1.4 1.6
O 11.0923 4.5903 6.4851 -0.6 -1.6 -1.4
O 9.3401 4.1343 5.1779 -1.9 1.0 -1.1
H 7.8993 2.6885 4.4684 -0.5 1.3 -0.2
H 9.0528 3.3572 3.2073 -0.4 0.7 0.3
H 10.0639 1.4195 3.7851 0.8 0.2 0.2
H 9.3374 1.2948 5.3542 -0.6 0.0 -0.1
C 16.7838 1.6022 3.2014 -0.9 1.8 -0.4
C 17.5281 2.5522 2.2164 -0.5 0.1 1.9
O 18.8508 2.5350 2.8100 0.1 0.7 -1.4
C 18.9694 1.5472 3.6618 3.3 -2.9 2.5
O 20.0154 1.1555 4.2145 -3.1 1.7 -1.8
O 17.7943 0.9176 3.8821 0.7 -0.8 -0.4
H 16.0040 1.0265 2.7028 0.4 -0.6 0.3
H 16.3308 2.2128 3.9825 -0.5 0.1 -0.3
H 17.1612 3.5626 2.3970 0.0 0.0 -0.5
H 17.4704 2.2844 1.1614 0.6 -0.2 0.1
C 14.7536 3.5994 -0.2764 -1.1 1.1 1.0
O 14.0725 3.6867 -1.5177 0.7 1.0 -2.3
C 14.0273 4.8722 -2.2134 -0.3 -1.2 -1.1
O 13.6561 4.8276 -3.3927 1.0 1.4 3.5
O 14.4559 5.9372 -1.4002 -0.8 -4.2 -0.8
C 14.1305 7.2267 -1.7318 0.5 1.4 -0.6
H 15.1896 2.6219 -0.0701 -0.3 0.0 -0.6
H 13.8835 3.7764 0.3559 0.8 -0.2 1.2
H 15.4780 4.4080 -0.1791 0.0 -0.3 0.1
H 14.5932 7.4449 -2.6943 -0.4 0.5 -0.1
H 14.6402 7.7853 -0.9467 -0.3 0.5 -0.2
H 13.0585 7.4235 -1.7135 0.0 -0.1 -0.1
C 10.1148 2.8924 0.7805 -0.9 -0.4 -2.7
O 9.5056 4.2367 0.7665 0.6 -1.4 2.0
C 9.0142 4.6975 -0.3619 0.6 0.2 -1.7
O 9.1733 4.3122 -1.4828 0.5 -1.4 -0.7
O 8.3687 5.8013 -0.1258 -2.0 3.4 0.7
C 7.9298 6.7257 -1.2018 0.5 -0.6 -0.1
H 10.0432 2.2317 1.6445 0.1 1.3 0.8
H 11.1006 2.8967 0.3157 0.1 0.4 0.6
H 9.5137 2.3075 0.0844 -0.1 0.0 -0.3
H 7.3271 7.5490 -0.8185 -0.1 -0.6 0.9
H 7.3553 6.2572 -2.0009 0.1 -0.5 0.3
H 8.7500 7.2512 -1.6908 0.5 -0.5 0.2
C 4.5143 -0.1632 1.7621 1.1 0.0 -0.6
O 5.6698 -0.8557 1.1467 -3.6 -0.9 1.6
C 6.7867 -0.3011 0.9154 3.2 4.7 -1.0
O 7.1256 0.9040 1.1882 -0.9 -4.3 -0.8
O 7.4881 -1.2045 0.1970 -0.9 0.4 0.7
C 8.5776 -0.8606 -0.6075 1.7 0.7 -0.6
H 3.8617 0.1336 0.9411 0.0 -0.2 0.1
H 4.8199 0.7378 2.2940 0.2 -0.2 0.0
H 4.0234 -0.8833 2.4166 0.2 0.1 -0.2
H 9.5199 -0.9015 -0.0611 0.0 -0.3 0.2
H 8.5950 0.1341 -1.0528 -0.8 0.3 0.3
H 8.6258 -1.5497 -1.4507 -0.2 -0.2 0.3



78
Properties=species:S:1:pos:R:3:forces:R:3 method="wB97M-V/def2-TZVPD" s_squared=6.0397 total_charge=+2 orbital_gap_ev="8.135 / 6.139" spin_multiplicity=5 e_tot_ev=-77622.4805
Pd 0.4715 -0.2777 0.3371 -0.4 0.1 -0.6
C 2.2139 -3.9480 -2.3528 0.0 0.0 0.0
Sb 0.9016 -2.4777 -1.5425 -0.1 -0.1 0.0
C 1.9300 -1.8725 0.2489 0.3 0.1 0.2
C 3.0171 -0.9198 -0.1208 -0.1 -0.2 0.0
C 4.3761 -1.1716 -0.1872 0.1 0.0 0.0
C 5.2319 -0.1181 -0.4974 0.1 -0.2 0.0
C 4.7109 1.1389 -0.7273 -0.1 0.2 0.0
C 3.3363 1.3161 -0.6384 0.0 0.1 -0.1
N 2.5217 0.3097 -0.3540 0.1 0.1 0.1
Si 2.0980 -2.9712 1.7960 0.0 -0.1 0.0
C 3.1630 -4.4818 1.4910 0.0 0.1 0.1
C 2.9485 -1.8574 3.0382 -0.1 0.0 -0.1
C 0.3493 -3.3432 2.3606 0.1 0.0 0.0
C -1.1572 -3.0864 -1.5064 -0.1 0.1 0.0
C -2.0111 -2.3291 -0.4956 0.1 0.0 0.0
C -3.3440 -2.7303 -0.3634 0.0 0.0 0.0
C -4.2290 -2.0289 0.4292 0.0 0.0 0.0
C -3.7810 -0.8955 1.0874 0.0 0.0 0.0
C -2.4634 -0.5402 0.9137 -0.1 0.0 0.0
N -1.5873 -1.2230 0.1558 0.1 -0.2 0.1
Si -1.7905 -2.3763 -3.2448 0.0 0.0 0.0
C -0.4477 -2.5438 -4.5468 0.0 0.0 0.0
C -3.3456 -3.2465 -3.7951 0.1 0.0 0.0
C -2.1196 -0.5503 -2.9843 0.0 -0.1 0.0
Si -1.2131 -5.0538 -1.4632 -0.1 -0.1 0.0
C -0.1067 -5.6950 -0.0928 0.0 0.0 -0.1
C -0.6291 -5.7274 -3.1121 0.0 0.0 0.1
C -2.9042 -5.8037 -1.1567 0.1 0.1 0.0
H 3.2176 -3.5842 -2.1393 0.0 0.0 0.0
H 2.0614 -4.0093 -3.4270 0.0 0.0 0.0
H 2.0477 -4.9123 -1.8789 0.0 0.0 0.0
H 4.7570 -2.1656 0.0051 0.0 0.0 0.0
H 6.2995 -0.2834 -0.5546 0.0 0.0 0.0
H 5.3505 1.9755 -0.9682 0.0 0.0 0.0
H 2.8764 2.2832 -0.8021 0.0 0.0 0.0
H 4.2025 -4.1865 1.3314 0.0 0.0 0.0
H 2.8612 -5.1072 0.6520 0.0 0.0 0.0
H 3.1464 -5.1115 2.3845 0.0 0.0 0.0
H 3.9831 -1.6392 2.7710 0.0 0.0 0.0
H 2.9572 -2.3467 4.0152 0.0 0.0 0.0
H 2.4188 -0.9086 3.1510 0.0 0.0 0.0
H -0.3391 -3.5289 1.5345 0.0 0.0 0.0
H -0.0303 -2.4823 2.9172 0.0 0.0 0.0
H 0.3112 -4.2093 3.0239 0.0 0.0 0.0
H -3.6916 -3.5890 -0.9090 0.0 0.0 0.0
H -5.2563 -2.3563 0.5181 0.0 0.0 0.0
H -4.4288 -0.2991 1.7126 0.0 0.0 0.0
H -2.0799 0.3465 1.3988 0.0 0.0 0.0
H -0.0742 -3.5566 -4.6879 0.0 0.0 0.0
H 0.4024 -1.8744 -4.3809 0.0 0.0 0.0
H -0.8878 -2.2310 -5.4981 0.0 0.0 0.0
H -3.2238 -4.3202 -3.9370 0.0 0.0 0.0
H -3.6324 -2.8268 -4.7631 0.0 0.0 0.0
H -4.1814 -3.0761 -3.1165 0.0 0.0 0.0
H -1.2522 -0.0241 -2.5732 0.0 0.0 0.0
H -2.9654 -0.3697 -2.3182 0.0 0.0 0.0
H -2.3538 -0.0914 -3.9475 0.0 0.0 0.0
H 0.8597 -5.1973 -0.0078 0.0 0.0 0.0
H 0.0916 -6.7529 -0.2823 0.0 0.0 0.0
H -0.5953 -5.6280 0.8799 0.0 0.0 0.0
H 0.3874 -5.4628 -3.3950 0.0 0.0 0.0
H -1.2895 -5.4717 -3.9411 0.0 0.0 0.0
H -0.6541 -6.8166 -3.0158 0.0 0.0 0.0
H -3.2823 -5.6342 -0.1487 0.0 0.0 0.0
H -2.7539 -6.8828 -1.2606 0.0 0.0 0.0
H -3.6710 -5.5236 -1.8794 0.0 0.0 0.0
S 0.4064 1.2553 2.0973 0.0 0.2 0.2
C -0.1414 2.6307 1.2225 0.0 -0.1 0.0
C -0.2381 3.8656 1.8786 0.0 0.0 0.0
C -0.6546 4.9664 1.1449 0.0 0.0 0.0
C -0.9590 4.7900 -0.1915 0.0 0.0 0.0
C -0.8438 3.5117 -0.7608 0.0 -0.1 0.0
N -0.4469 2.4515 -0.0867 0.1 -0.1 0.2
H 0.0121 3.9428 2.9276 0.0 0.0 0.0
H -0.7387 5.9381 1.6115 0.0 0.0 0.0
H -1.2865 5.6189 -0.8034 0.0 0.0 0.0
H -1.0894 3.3559 -1.8045 0.0 0.0 0.0